Model one:
2 unconnected molecules or ions with the total composition C3H4O2. Source: OMol25; level of theory: the ωB97M-V functional and the def2-TZVPD basis.

## Properties
gap between HOMO and LUMO	8.4	eV
M	72.1	g/mol
HOMO level	-7.928	eV

The geometry in XYZ format:
```
9
Properties=species:S:1:pos:R:3:mulliken_charge:R:1
C 2.28 0.04 0.06 0.66
C -0.56 -0.95 -0.28 -0.16
C -1.22 0.36 -0.14 -0.86
O 1.26 -0.47 0.21 -0.25
O 3.31 0.54 -0.05 -0.35
H -0.71 -1.55 0.63 0.08
H -1.25 0.81 0.86 0.31
H -2.25 0.13 -0.43 0.34
H -0.86 1.08 -0.87 0.24
```

---

Model two:
C3H4O2 in the gas phase. Source: OMol25; level of theory: the ωB97M-V functional and the def2-TZVPD basis.

## Properties
gap between HOMO and LUMO	8.7	eV
M	72.1	g/mol
HOMO level	-8.256	eV

The geometry in XYZ format:
```
9
Properties=species:S:1:pos:R:3:mulliken_charge:R:1
C -1.55 -0.36 -0.01 -0.27
C -0.06 -0.79 0.16 -0.42
C 1.15 0.21 -0.23 0.17
O -1.78 0.90 -0.07 -0.22
O 1.16 1.39 -0.01 -0.52
H -0.03 -0.92 1.31 0.27
H 0.17 -1.60 -0.49 0.34
H 1.88 -0.40 -0.70 0.31
H -0.95 1.56 0.03 0.34
```

---

Which is most stable, and by how much? model one, by 11.2 kJ/mol.

---

Model one:
C11H11NO in the gas phase. Source: OMol25; level of theory: the ωB97M-V functional and the def2-TZVPD basis.

## Properties
gap between HOMO and LUMO	10.0	eV
M	173.2	g/mol
HOMO level	-9.076	eV

The geometry in XYZ format:
```
24
Properties=species:S:1:pos:R:3:mulliken_charge:R:1
C -3.13 0.55 -0.35 -0.42
C -2.21 1.20 -1.16 -0.58
C -2.72 0.02 0.86 -0.58
C -0.89 1.32 -0.77 -0.24
C -1.41 0.14 1.26 -0.31
C -0.48 0.78 0.45 0.33
C 2.70 1.83 -0.08 -0.18
C 2.15 -1.61 0.36 -0.86
C 1.37 -1.29 -0.88 -0.81
C 0.94 0.84 0.89 0.00
C 1.92 -0.19 -0.03 0.95
N 2.95 0.66 -0.48 -0.66
O 1.60 2.07 0.66 -0.41
H -4.16 0.46 -0.66 0.39
H -2.53 1.62 -2.10 0.39
H -3.43 -0.49 1.50 0.39
H -0.18 1.81 -1.41 0.34
H -1.09 -0.27 2.21 0.34
H 3.31 2.69 -0.29 0.42
H 1.60 -1.98 1.21 0.26
H 3.15 -2.01 0.26 0.29
H 1.84 -1.44 -1.84 0.30
H 0.30 -1.44 -0.88 0.23
H 1.04 0.57 1.95 0.43
```

---

Model two:
C11H11NO in the gas phase. Source: OMol25; level of theory: the ωB97M-V functional and the def2-TZVPD basis.

## Properties
gap between HOMO and LUMO	10.4	eV
M	173.2	g/mol
HOMO level	-9.685	eV

The geometry in XYZ format:
```
24
Properties=species:S:1:pos:R:3:mulliken_charge:R:1
C 1.25 -2.47 0.36 -0.22
C -3.56 -0.38 0.01 -0.26
C -3.08 -0.83 1.21 -0.88
C -2.73 -0.23 -1.07 -0.65
C -1.71 -1.09 1.35 -0.25
C -1.34 -0.55 -0.96 -0.02
C -0.83 -1.05 0.27 0.00
C 0.69 -1.13 0.55 1.21
C 1.68 -0.04 0.14 0.98
C 3.04 -0.48 -0.33 -1.42
C 1.12 1.26 -0.17 -1.77
N 1.66 -3.52 0.21 -0.48
O 1.38 -0.47 1.52 -0.56
H -4.62 -0.33 -0.13 0.38
H -3.71 -0.82 1.97 0.54
H -3.31 -0.01 -2.01 0.27
H -1.31 -1.46 2.24 0.44
H -0.63 -0.37 -1.81 0.40
H 3.52 0.50 -0.41 0.36
H 2.88 -1.13 -1.20 0.35
H 3.61 -1.17 0.28 0.42
H 0.23 1.49 0.48 0.33
H 0.90 1.28 -1.24 0.30
H 1.86 2.05 -0.01 0.54
```

---

Which is most stable, and by how much? model one, by 124.5 kJ/mol.

---

Model one:
A gas-phase ion, C2H3INOS (charge +1). Source: OMol25; level of theory: the ωB97M-V functional and the def2-TZVPD basis.

## Properties
net charge	+1
gap between HOMO and LUMO	9.0	eV
M	216.0	g/mol
HOMO level	-13.529	eV

The geometry in XYZ format:
```
9
Properties=species:S:1:pos:R:3:mulliken_charge:R:1
C 0.00 -0.41 0.46 0.08
C 0.05 0.73 0.11 -0.31
N -0.12 -1.74 1.03 -0.35
O 1.39 1.92 -1.98 -0.33
S 0.55 2.49 -0.99 0.41
I -1.60 3.00 -1.80 0.20
H -0.62 -2.27 0.14 0.47
H -0.62 -1.81 1.95 0.38
H 0.97 -1.89 1.08 0.46
```

---

Model two:
A gas-phase ion, C2H3INOS (charge +1). Source: OMol25; level of theory: the ωB97M-V functional and the def2-TZVPD basis.

## Properties
net charge	+1
gap between HOMO and LUMO	7.9	eV
M	216.0	g/mol
HOMO level	-13.435	eV

The geometry in XYZ format:
```
9
Properties=species:S:1:pos:R:3:mulliken_charge:R:1
C 0.61 0.36 0.31 0.50
C -0.53 0.76 0.46 -0.46
N 1.64 -0.64 0.05 -0.24
O -2.21 1.87 -0.87 -0.31
S -2.30 1.31 0.42 0.33
I -2.90 -1.23 -0.07 0.04
H 1.64 -1.35 0.72 0.35
H 2.53 -0.17 -0.06 0.39
H 1.53 -0.93 -0.95 0.41
```

---

Which is most stable, and by how much? model two, by 47.7 kJ/mol.

---

Model one:
16 unconnected molecules or ions with the total composition C8H28B2O30. Source: OMol25; level of theory: the ωB97M-V functional and the def2-TZVPD basis.

## Properties
net charge	-2
gap between HOMO and LUMO	9.6	eV
M	625.9	g/mol
HOMO level	-5.892	eV

The geometry in XYZ format:
```
68
Properties=species:S:1:pos:R:3:mulliken_charge:R:1
O -0.27 1.41 -2.58 -0.58
C -0.06 0.91 -1.49 -0.04
O 0.34 -0.32 -1.33 0.31
B 0.78 -0.59 0.07 1.26
O 0.58 0.66 0.80 -0.58
C 0.14 1.63 -0.11 0.92
O -0.06 2.78 0.14 -0.59
O 2.19 -0.97 0.00 -0.49
C 2.40 -2.21 0.32 0.45
O 3.52 -2.75 0.15 -0.73
C 1.01 -2.76 0.64 0.32
O 0.18 -1.79 0.61 -0.19
O 0.81 -3.90 1.06 -0.81
O 0.00 -1.21 3.80 -0.67
C -1.05 -0.48 3.68 0.48
O -1.59 -0.02 2.59 0.85
B -2.63 0.89 2.89 -0.18
O -2.56 1.12 4.37 -0.50
C -1.72 0.18 4.88 0.05
O -1.58 -0.02 6.05 -0.61
O -3.89 0.16 2.63 -0.59
C -4.66 0.89 1.86 0.40
O -5.87 0.79 1.60 -0.66
C -3.79 2.14 1.46 0.60
O -2.62 2.08 2.04 0.38
O -4.23 3.06 0.80 -0.63
O 2.13 -5.45 2.82 -0.61
H 1.37 -5.28 2.27 0.39
H 2.58 -6.18 2.39 0.29
O -3.24 -0.10 -2.31 -0.70
H -2.44 -0.04 -2.83 0.31
H -2.93 -0.34 -1.43 0.47
O 1.67 -2.27 -3.14 -0.59
H 1.09 -2.67 -3.78 0.27
H 1.08 -1.77 -2.57 0.25
O -2.54 -1.20 0.06 -0.63
H -2.10 -2.04 -0.08 0.25
H -2.25 -0.91 0.92 0.24
O 1.13 3.25 2.62 -0.69
H 0.65 2.77 1.94 0.17
H 0.71 4.11 2.65 0.30
O 4.00 -1.01 -3.49 -0.72
H 3.72 -1.72 -4.05 0.30
H 3.50 -1.13 -2.68 0.33
O 4.92 -5.15 -0.24 -0.66
H 4.54 -4.38 0.17 0.47
H 5.57 -4.79 -0.85 0.28
O -1.12 5.83 -0.23 -0.70
H -0.94 5.10 -0.83 0.33
H -1.43 5.41 0.57 0.39
O -1.15 1.40 -5.46 -0.70
H -1.39 2.03 -4.78 0.39
H -0.37 0.96 -5.11 0.33
O -2.15 4.98 2.35 -0.75
H -1.94 4.10 2.06 0.45
H -3.01 4.91 2.75 0.30
O -1.57 -4.05 2.59 -0.68
H -1.11 -3.36 3.06 0.32
H -1.15 -4.08 1.73 0.34
O 1.65 0.84 -4.79 -0.58
H 2.07 1.69 -4.93 0.28
H 2.31 0.32 -4.33 0.37
O -1.36 3.62 -3.43 -0.77
H -2.05 3.59 -2.77 0.32
H -0.70 3.00 -3.12 0.47
O 5.89 -0.85 -0.15 -0.67
H 6.09 0.08 -0.28 0.29
H 4.93 -0.90 -0.24 0.36
```

---

Model two:
16 unconnected molecules or ions with the total composition C8H28B2O30. Source: OMol25; level of theory: the ωB97M-V functional and the def2-TZVPD basis.

## Properties
net charge	-2
gap between HOMO and LUMO	8.9	eV
M	625.9	g/mol
HOMO level	-5.890	eV

The geometry in XYZ format:
```
68
Properties=species:S:1:pos:R:3:mulliken_charge:R:1
O -30.92 13.58 8.17 -0.60
C -30.99 13.50 9.40 0.57
O -31.46 12.42 10.13 -0.47
B -31.48 12.76 11.58 0.93
O -31.08 14.21 11.60 -0.48
C -30.75 14.68 10.39 0.64
O -30.35 15.81 10.09 -0.63
O -30.63 11.89 12.44 -0.45
C -31.36 11.35 13.34 0.65
O -30.87 10.70 14.28 -0.66
C -32.85 11.77 13.12 0.58
O -32.87 12.57 12.07 -0.45
O -33.80 11.59 13.88 -0.63
O -26.17 18.08 13.42 -0.63
C -25.72 18.50 12.38 0.62
O -24.88 17.88 11.54 -0.38
B -24.49 18.84 10.52 0.86
O -25.07 20.15 10.90 -0.42
C -25.92 19.97 11.89 0.62
O -26.74 20.78 12.35 -0.67
O -23.02 18.83 10.30 -0.49
C -22.65 18.66 9.04 0.67
O -21.45 18.62 8.62 -0.68
C -23.94 18.50 8.24 0.50
O -24.99 18.38 9.22 -0.42
O -24.06 18.27 7.06 -0.58
O -29.56 22.31 8.81 -0.64
H -28.79 22.82 8.55 0.31
H -29.28 21.40 8.70 0.33
O -18.85 17.37 3.82 -0.64
H -18.69 17.49 4.76 0.33
H -19.01 18.25 3.50 0.31
O -19.03 17.35 13.16 -0.65
H -19.90 17.64 12.89 0.33
H -19.06 16.40 13.12 0.32
O -32.29 24.31 12.65 -0.64
H -31.86 23.45 12.70 0.33
H -33.22 24.12 12.76 0.31
O -27.59 26.32 12.09 -0.64
H -27.91 25.42 11.97 0.33
H -28.03 26.82 11.40 0.31
O -23.59 16.75 17.24 -0.65
H -23.33 15.84 17.19 0.31
H -24.48 16.77 16.88 0.33
O -14.56 19.48 6.69 -0.64
H -14.89 19.14 7.52 0.33
H -14.88 20.38 6.66 0.32
O -21.92 22.07 14.38 -0.62
H -22.65 22.69 14.38 0.31
H -21.81 21.83 15.30 0.31
O -21.07 13.30 12.90 -0.64
H -21.07 12.36 12.74 0.31
H -21.97 13.58 12.70 0.33
O -28.34 17.39 4.03 -0.65
H -27.53 17.15 4.48 0.33
H -28.94 16.67 4.22 0.33
O -18.12 22.01 12.14 -0.65
H -18.87 21.82 12.70 0.32
H -18.21 21.38 11.42 0.32
O -20.73 20.71 1.52 -0.66
H -21.50 20.39 1.99 0.33
H -20.42 21.45 2.03 0.32
O -21.81 23.65 8.51 -0.63
H -21.84 23.18 9.34 0.32
H -21.87 24.58 8.76 0.31
O -29.61 22.33 17.37 -0.65
H -29.10 22.26 16.57 0.33
H -29.21 21.71 17.97 0.32
```

---

Which is most stable, and by how much? model one, by 227.3 kJ/mol.

---

Model one:
C20H23N3O3 in the gas phase. Source: OMol25; level of theory: the ωB97M-V functional and the def2-TZVPD basis.

## Properties
gap between HOMO and LUMO	9.2	eV
M	353.4	g/mol
HOMO level	-8.399	eV

The geometry in XYZ format:
```
49
Properties=species:S:1:pos:R:3:mulliken_charge:R:1
C 7.08 -3.25 0.05 -0.83
H 7.17 -3.20 -1.04 0.33
O 5.89 -3.89 0.44 -0.46
C 4.70 -3.34 0.06 0.90
C 4.56 -2.17 -0.67 -0.34
C 3.29 -1.70 -0.99 -0.30
C 2.16 -2.38 -0.58 -0.21
C 2.30 -3.57 0.14 -0.33
C 3.56 -4.04 0.46 -0.70
H 3.68 -4.95 1.03 0.42
H 1.42 -4.11 0.44 0.45
C 0.79 -1.92 -0.99 0.34
O 0.15 -2.51 -1.85 -0.68
N 0.32 -0.83 -0.36 0.12
C 0.99 -0.08 0.67 -0.76
H 1.92 -0.57 0.94 0.45
C 1.26 1.36 0.20 -1.04
H 1.69 1.92 1.02 0.40
H 1.98 1.34 -0.62 0.39
C -0.03 2.04 -0.28 0.20
C -0.98 2.34 0.88 0.15
O -0.84 1.91 2.01 -0.66
N -1.97 3.19 0.53 -0.20
H -2.13 3.38 -0.44 0.38
C -3.15 3.32 1.35 -1.05
C -4.32 2.58 0.75 0.67
N -4.16 2.13 -0.49 -0.19
C -5.15 1.46 -1.06 -0.12
C -6.36 1.22 -0.43 -0.62
C -6.54 1.70 0.85 -0.25
C -5.51 2.40 1.46 -0.85
H -5.60 2.78 2.46 0.39
H -7.47 1.54 1.38 0.40
H -7.14 0.67 -0.94 0.37
H -4.95 1.11 -2.06 0.40
H -2.91 2.91 2.34 0.42
H -3.41 4.38 1.47 0.35
H 0.23 2.99 -0.75 0.45
C -0.74 1.15 -1.32 -0.76
C -0.95 -0.26 -0.75 -1.06
H -1.39 -0.91 -1.51 0.47
H -1.61 -0.21 0.12 0.34
H -1.70 1.57 -1.60 0.43
H -0.11 1.08 -2.21 0.45
H 0.34 -0.03 1.55 0.32
H 3.20 -0.80 -1.57 0.44
H 5.42 -1.62 -1.01 0.39
H 7.88 -3.87 0.45 0.24
H 7.15 -2.24 0.47 0.33
```

---

Model two:
C20H23N3O3 in the gas phase. Source: OMol25; level of theory: the ωB97M-V functional and the def2-TZVPD basis.

## Properties
gap between HOMO and LUMO	8.3	eV
M	353.4	g/mol
HOMO level	-7.642	eV

The geometry in XYZ format:
```
49
Properties=species:S:1:pos:R:3:mulliken_charge:R:1
O -0.32 -0.92 -1.44 -0.72
C -0.57 -0.09 -0.59 0.55
N -1.16 1.13 -0.85 0.04
C -1.52 1.67 -2.08 0.61
C -1.21 1.06 -3.29 -0.45
C -1.58 1.66 -4.49 0.43
C -2.29 2.87 -4.49 0.37
C -2.58 3.48 -3.27 -0.82
C -2.19 2.89 -2.08 -0.92
H -2.43 3.38 -1.15 0.33
H -3.12 4.41 -3.28 0.42
O -2.72 3.47 -5.65 -0.47
C -2.68 2.61 -6.76 -0.46
C -1.34 1.86 -6.79 -0.46
H -1.28 1.21 -7.66 0.34
O -1.22 1.04 -5.66 -0.44
H -0.52 2.59 -6.82 0.29
H -2.80 3.24 -7.64 0.34
H -3.50 1.89 -6.71 0.29
H -0.68 0.13 -3.32 0.61
H -1.44 1.69 -0.06 0.10
N -0.25 -0.30 0.72 0.14
C -0.53 0.61 1.82 -1.08
H -1.61 0.66 2.03 0.32
C 0.21 0.16 3.07 -0.65
N -0.26 -1.15 3.51 0.15
C -0.58 -2.02 2.39 -0.79
C 0.17 -1.63 1.12 -0.66
H -0.06 -2.31 0.29 0.43
H 1.25 -1.66 1.29 0.19
H -0.35 -3.06 2.65 0.34
H -1.66 -1.95 2.20 0.28
C 0.57 -1.73 4.56 -1.69
C 1.98 -2.05 4.14 0.99
C 2.30 -3.27 3.56 -0.32
C 3.59 -3.53 3.11 -0.67
C 4.57 -2.56 3.24 -0.48
C 4.27 -1.35 3.83 -0.65
C 2.99 -1.10 4.28 -0.22
H 2.77 -0.15 4.76 0.41
H 5.04 -0.60 3.94 0.38
H 5.57 -2.76 2.88 0.39
H 3.82 -4.49 2.67 0.39
H 1.55 -4.04 3.47 0.36
H 0.06 -2.64 4.90 0.52
H 0.58 -1.01 5.38 0.48
H 1.29 0.16 2.85 0.37
H 0.02 0.87 3.88 0.38
H -0.17 1.62 1.57 0.70
```

---

Which is most stable, and by how much? model one, by 92.4 kJ/mol.